{
  "formula": "C72H162Cl2N18O12",
  "method": "ωB97M-V with the def2-TZVPD basis set",
  "total_charge": 10,
  "lumo_ev": -12.40,
  "e_tot_ha": -5644.5305,
  "relative_energy_kcal_mol": 0.0,
  "multiplicity": 1,
  "orbital_gap_ev": 0.60,
  "symbols": ["C", "H", "N", "H", "H", "O", "H", "H", "H", "C", "H", "C", "H", "O", "H", "C", "N", "N", "H", "C", "H", "C", "C", "C", "H", "C", "C", "C", "H", "N", "H", "H", "H", "H", "H", "C", "C", "H", "C", "H", "C", "H", "H", "H", "C", "H", "C", "H", "H", "N", "H", "H", "H", "H", "H", "N", "H", "H", "H", "H", "O", "H", "C", "N", "N", "C", "H", "C", "C", "H", "N", "H", "H", "H", "C", "H", "H", "H", "H", "C", "H", "C", "H", "H", "H", "C", "H", "H", "H", "H", "H", "H", "C", "H", "H", "H", "H", "H", "H", "H", "H", "O", "H", "H", "H", "H", "H", "H", "H", "C", "H", "C", "C", "C", "C", "H", "C", "N", "H", "C", "H", "H", "C", "H", "H", "H", "C", "H", "C", "C", "C", "N", "C", "H", "C", "H", "H", "C", "C", "H", "H", "H", "H", "H", "H", "H", "O", "O", "H", "H", "H", "H", "H", "H", "H", "H", "H", "C", "H", "O", "N", "C", "H", "C", "H", "C", "N", "N", "C", "H", "C", "C", "H", "H", "H", "H", "C", "H", "C", "H", "C", "H", "H", "O", "H", "H", "C", "C", "N", "H", "C", "H", "C", "H", "H", "H", "H", "H", "H", "H", "H", "C", "H", "C", "H", "C", "H", "C", "H", "H", "H", "H", "C", "H", "C", "H", "H", "H", "C", "C", "C", "H", "H", "H", "C", "H", "H", "C", "O", "H", "C", "O", "C", "O", "H", "H", "H", "N", "O", "H", "H", "H", "H", "C", "N", "H", "H", "H", "H", "H", "H", "C", "H", "H", "H", "H", "H", "H", "N", "Cl", "H", "H", "Cl", "H", "H", "C"],
  "positions_angstrom": [[2.063067, 8.930030, 11.759048], [2.241319, 7.130925, 8.154695], [1.707989, 8.533231, 10.342408], [-2.213245, -6.333823, -15.188096], [1.225160, 9.419568, 12.293479], [1.803872, -0.659995, 4.640824], [-4.891021, 16.494955, 1.488414], [-6.650996, 14.885475, 2.795631], [-7.713591, -6.714601, 0.732743], [10.495919, 8.334079, -2.679157], [-7.954594, -7.522826, -2.217651], [0.855315, -1.613750, 4.904757], [0.593435, -2.159580, 3.981988], [2.966124, 1.257667, 7.576991], [-2.524075, -15.437476, -2.100347], [-0.575072, -2.713166, -17.216719], [3.797617, 1.477002, -6.153047], [4.954496, -0.078127, -5.114991], [11.462690, -8.010388, 3.438046], [-8.572056, -4.409664, -0.252060], [-3.258834, -17.274630, 1.265222], [3.789912, 0.657699, -5.127217], [5.462854, 9.846819, 10.666452], [-3.959333, -6.884758, -2.928465], [-15.314283, 5.657876, -0.418959], [-3.178866, -8.590207, 12.192433], [1.582764, -2.797239, -1.799277], [1.160121, -5.087341, -1.641386], [-0.436392, -0.801981, -18.769048], [10.129000, -7.054039, 2.203838], [-5.271382, -7.379148, -0.781718], [-14.078810, 5.309852, -2.870956], [-5.078052, -8.634815, -2.730661], [-5.953645, -7.390867, -3.726204], [-0.052289, 4.334091, 7.116496], [3.853204, 0.184875, 7.464000], [-14.831031, 4.694420, -2.401439], [15.474795, 9.262140, -1.650093], [2.358172, 1.327308, 8.910306], [-11.240961, 3.574327, -4.201794], [-10.563287, 4.402786, -2.013332], [-16.057451, 4.155465, -0.837179], [-6.169012, -6.077293, 12.669652], [-1.567758, 0.306310, -17.967431], [-4.529407, -5.344225, 11.407670], [5.666318, 10.927669, 10.424233], [2.690013, 2.414596, -6.496505], [-3.446717, -7.022551, -2.028203], [-9.152954, -6.942571, -0.212877], [10.774735, -7.870544, 0.283869], [10.854814, -4.776947, 3.710742], [12.621567, 8.132177, -5.264003], [4.721968, -1.688772, -3.674741], [2.940228, 0.501421, -4.481254], [-9.605694, -4.708435, 0.018173], [-4.840410, 15.911047, -0.563513], [2.490776, 8.891997, 9.788207], [-4.016628, -7.364175, 9.348872], [5.397381, 1.300687, 6.514277], [4.494245, 0.077834, 8.347469], [-3.920232, -5.410945, -3.247718], [0.104547, -15.411414, -2.480680], [15.496448, 8.386718, -2.270918], [11.695779, 7.781186, -3.333389], [-5.993171, -7.136844, -1.524205], [12.480967, 8.752991, -4.310243], [2.997100, 10.965717, 11.635028], [-5.298838, 15.918983, 0.678640], [13.738947, 9.171896, -3.601849], [5.834287, 9.177586, 9.898500], [-2.023608, -16.647828, -0.292556], [3.491468, -1.773469, 5.096244], [0.141499, -5.074331, -15.304302], [11.731149, -8.996457, -1.143351], [-0.413380, 1.043867, -1.203392], [-15.776737, 4.863150, -2.879561], [12.167293, -9.216818, 1.024759], [-1.034585, 1.870559, -0.927117], [0.553390, -0.996148, 0.184995], [9.866095, -4.911462, 3.349386], [11.447695, 6.957233, -3.899054], [0.180018, 5.352796, 7.140568], [-7.565253, 14.194726, -0.781692], [2.339435, 2.043236, -7.432864], [-2.339644, 1.236936, -2.808398], [1.603285, 2.649902, -5.500185], [-0.660894, -17.702831, 1.003399], [-2.834136, -9.470469, 12.659777], [-1.245584, -2.898794, -14.107319], [-3.405118, -9.748496, 9.101021], [1.188337, -2.308486, 5.708021], [-1.397877, 1.519882, -4.298836], [5.689942, 0.435506, -6.126832], [0.958819, 3.405648, -5.904372], [-1.883294, -4.872348, -3.327639], [-4.049580, -4.636739, 12.126491], [-7.596848, 13.857576, 1.804938], [0.061583, -1.570106, -2.687517], [0.462268, 7.496418, 8.390217], [-9.048646, 15.697943, 2.713434], [-14.774760, 4.407982, 1.559768], [14.224434, 8.080130, -2.913095], [2.408591, 6.620588, 10.461161], [13.608169, 10.026439, -3.008261], [2.017153, -16.220613, -0.070421], [10.359786, 7.776475, -1.784230], [2.427134, -2.712676, -1.111460], [0.529847, -5.715982, -1.007162], [8.130292, 5.796024, -2.911388], [9.123422, 5.754687, -3.414790], [-3.019036, 16.661017, -0.049992], [-1.118491, -0.210859, -0.834062], [-1.812596, -15.848813, -1.436785], [-4.165972, -17.811944, -0.638392], [0.812625, -1.484838, -1.817862], [4.899991, -0.395716, 3.664672], [3.910983, -0.047010, 3.804607], [-0.682748, -1.392200, -16.928098], [-12.640966, 2.218395, -3.491701], [-7.236515, 14.900994, 1.873278], [8.325145, -6.265399, 3.014521], [-7.461281, -8.746032, -0.972908], [-6.039593, -5.542242, 11.732870], [9.100794, 8.855991, -4.324898], [2.185823, -5.227980, -1.288923], [-6.610098, -4.586076, 11.623635], [9.890306, -7.017972, 0.832660], [2.910239, -1.932324, 3.393215], [-0.983450, -2.526477, -15.080104], [10.783791, -8.391080, -1.100181], [-0.450384, -15.874627, -1.695500], [-0.733840, -3.395786, -16.082704], [-13.152849, 3.142319, -3.776321], [3.827116, 9.676509, 12.694418], [-5.649051, 15.121024, -1.337171], [-0.039723, -1.130410, 5.356031], [-0.365981, -2.242787, -0.422456], [1.531073, -17.038622, -0.588073], [-2.898796, -9.778518, 10.049181], [12.493787, 7.466800, -2.738246], [-3.147788, -3.720663, -3.461630], [1.597567, 2.103979, 8.940715], [11.855321, 9.637421, -4.583616], [3.270308, -0.747744, 7.473223], [9.834950, -4.473253, 2.319823], [-3.093981, -10.738225, 10.546711], [9.274103, 6.831192, -4.254791], [0.904673, 5.517107, 8.384886], [4.212967, 1.813321, 4.675981], [5.237559, 2.040299, -7.622867], [1.938981, 0.408981, 9.274022], [8.381553, 8.250670, -2.918360], [1.591434, -18.078553, -0.122106], [-1.689185, -0.495593, -1.686528], [-0.489959, -5.360021, -16.865314], [14.466863, 9.427439, -4.404602], [2.992333, 0.874665, 5.328258], [4.988677, 1.392619, -6.796760], [-3.792840, 17.722421, 8.202908], [-14.038391, 3.975696, -0.197495], [-3.941947, -6.705494, 11.396945], [1.292263, 6.845236, 8.645627], [-13.593686, 2.885333, 1.336975], [-6.650839, 14.715905, -0.579421], [-8.082915, -4.185327, 0.707393], [-3.803234, -7.536697, 10.398876], [-14.244966, 3.323503, -2.729883], [3.978429, 0.873509, 5.013283], [9.388781, -6.330365, 3.244360], [9.969758, -9.101496, -1.262602], [-1.433304, 1.704636, -3.216937], [3.294504, 9.873958, 11.765169], [2.029668, -17.206515, -1.517261], [-4.097494, -17.562379, -1.713306], [0.826319, 8.963784, 10.090497], [15.779871, 7.442609, -1.821903], [-0.643943, -0.255558, -17.854402], [2.304960, 7.981514, 12.186853], [11.125998, -7.893693, 2.450976], [-0.904240, -0.312050, -15.075725], [-8.415530, 15.862446, 1.872041], [-1.662172, -0.187947, 0.172666], [-0.316606, -3.174487, -18.175284], [-11.631008, 4.833241, -2.587270], [9.161461, -6.369194, 0.434608], [-12.181523, 4.786832, -4.672704], [11.529352, -8.427584, 1.254391], [1.452451, 7.073121, 10.146012], [0.118828, -16.699098, -0.732277], [3.219688, 3.365520, -6.807832], [-2.083012, -5.281091, -15.293859], [5.746547, -0.352761, -3.184372], [-3.355046, -16.882402, 0.289521], [-10.106950, 5.128112, -1.242536], [6.297628, -1.486967, -4.336335], [0.626678, 6.821200, 10.795324], [9.247512, -4.297845, 3.953207], [0.552849, 1.101998, -0.668951], [-6.114535, -6.130225, -1.587281], [0.152891, 0.422847, -17.572505], [-8.530923, -3.532778, -0.931867], [4.735229, 0.468153, 6.247265], [2.052227, 3.037197, -4.521534], [-2.832275, -4.630225, -2.888354], [-5.053885, 8.156570, -3.353863], [9.246493, 8.078698, -3.584787], [9.850854, 5.784098, -2.598549], [-15.152767, 4.717178, -0.893714], [3.101475, 1.493998, 9.684562], [10.863387, -7.679104, -1.879871], [9.477761, -6.968698, 4.090753], [-4.452592, -4.931842, 10.415190], [-5.341842, -7.570009, -2.844132], [-3.794089, -18.837500, -0.538042], [-8.077956, -6.753487, -0.319575], [-3.689390, -6.955062, 13.534691], [-2.867484, -4.925614, -15.998825], [-2.292319, -4.807654, -14.337668], [-14.004298, 3.843212, 1.069912], [-3.539748, 16.433484, -0.992585], [-0.810422, -1.288279, -15.583089], [5.438672, -0.285273, 6.010138], [-9.082980, 15.811932, 1.003542], [-15.028277, 2.739499, -3.013910], [3.044760, -1.206794, 4.243277], [-3.003187, 15.656475, -1.493830], [-1.791852, -9.789533, 10.025652], [-0.825001, -17.074209, 0.115836], [-7.999433, -5.492877, -0.845212], [-1.348148, 2.754679, -2.919148], [-12.017280, 4.165143, -3.843144], [0.632706, -3.767868, -1.430497], [-3.586140, -7.353928, 12.548386], [4.068595, 9.504882, 10.672342], [-3.700276, 17.319991, -1.578207], [-8.002801, 16.883684, 1.818707], [1.067656, -5.374865, -2.685094], [-6.409204, 15.165637, 0.690818], [-0.287765, 1.021520, -2.631346], [0.850649, 5.628129, 6.289045], [3.470892, 0.468892, 2.929511], [1.987327, -2.988710, -2.804245], [-3.413608, -7.356048, -3.725186], [5.449832, -0.949976, -4.045302], [-3.333200, -8.679994, 10.845177], [1.508853, -0.675128, -1.874394], [0.943644, 1.770723, -5.309198], [-10.047382, 3.734195, -2.726728], [6.705846, 0.037510, -6.334503], [9.232706, 4.834563, -3.993879], [-13.604661, 3.039008, -4.785725], [-7.412445, -7.684328, -1.295039], [-5.208968, -17.737397, -0.283277], [-5.445136, 14.848244, -2.360100], [-13.932189, 2.901221, -1.861856], [10.656899, 9.401242, -2.412556], [-3.835594, -15.917717, 0.277117], [-6.414466, -6.077732, 10.877336], [-0.061415, -1.296045, -0.629672], [2.415147, -0.259650, 0.752195], [16.251494, 8.582887, -3.024764], [-0.765300, 5.865440, 7.131499], [-2.820767, -4.466382, -1.314611], [5.912208, 9.489462, 11.605381], [4.085122, 2.562982, -15.492308], [-0.700868, -4.848992, -15.941681]],
  "atomic_forces_ev_per_a": [[0.1, 0.7, 0.2], [-0.5, -0.1, -0.1], [-1.0, 0.5, 0.5], [0.3, -0.8, 0.0], [0.3, -0.6, -0.5], [1.2, 1.1, -0.2], [0.1, -0.1, 0.2], [0.2, 0.6, -0.3], [0.4, -0.6, -0.5], [-0.3, 0.1, -0.7], [0.2, -0.3, -0.4], [-1.5, -1.0, 1.2], [0.0, 0.0, 0.4], [-0.8, 0.4, 1.3], [-1.0, 0.3, 0.0], [0.1, 0.6, -0.3], [-1.0, 0.7, 1.1], [-1.8, 1.4, 0.3], [0.5, -0.5, 0.9], [-1.5, 0.8, 1.6], [0.1, -0.3, 1.0], [0.3, -1.8, 0.6], [0.0, -0.1, 0.0], [-0.3, 2.0, -1.7], [0.2, 0.9, 0.0], [-0.2, -0.1, -0.3], [-0.4, 0.9, 0.2], [-1.0, -0.2, 0.9], [0.2, 0.9, -0.6], [-1.7, 1.0, -2.8], [-1.5, 0.5, -0.8], [0.0, 1.0, 0.8], [-0.5, 0.3, -0.2], [-0.3, 0.1, 0.4], [-0.2, -1.6, -0.3], [-0.1, -0.4, 0.1], [1.2, -0.1, 0.3], [-0.4, 0.1, 0.7], [0.6, 0.3, -0.3], [1.9, -1.0, -0.3], [3.1, -1.1, 1.8], [-0.7, -0.7, 0.7], [-0.3, 0.2, 0.0], [-0.3, -0.4, 0.4], [-1.4, 0.2, 0.6], [-0.3, -1.1, 0.4], [1.6, 1.1, -1.3], [0.9, -0.4, 1.6], [0.0, -0.9, -0.1], [-1.6, 0.8, -0.8], [1.0, -0.2, 0.3], [0.2, 1.0, 1.5], [-0.1, 0.5, -0.6], [0.2, 0.1, 0.1], [0.1, 0.7, -0.3], [0.8, -0.5, -0.4], [0.2, 0.0, -0.4], [0.0, 0.2, 0.4], [-0.4, 0.1, -0.1], [0.3, 0.3, -0.1], [-2.1, -3.3, -0.7], [0.2, 0.0, -0.2], [0.0, -1.2, -1.1], [1.6, 0.5, -1.7], [0.5, -1.6, -0.8], [-1.5, -0.9, -1.1], [0.2, -1.2, 0.6], [-0.9, -0.5, -0.4], [1.0, -0.6, -2.6], [0.4, 0.4, -0.3], [1.0, 1.3, -1.0], [-0.1, 0.3, -0.4], [0.2, -0.1, 0.4], [-0.9, 0.6, -0.2], [0.4, 0.1, -0.5], [-0.3, -0.2, -0.7], [1.2, -0.9, -0.1], [-0.2, 0.7, 0.4], [0.2, 0.0, -0.5], [0.2, 0.5, -1.6], [-0.3, 0.4, 0.2], [1.8, 1.0, 0.4], [0.1, -0.4, -0.2], [-0.7, -0.4, -0.6], [-0.1, 0.4, -0.2], [0.5, -0.5, 1.9], [-0.1, 0.4, -0.6], [0.3, -0.4, 1.1], [0.2, 0.3, 0.1], [0.2, -0.1, -0.4], [0.0, 0.0, -0.6], [0.0, 0.4, 0.4], [2.4, -0.6, -1.3], [-0.3, 0.5, -0.2], [0.6, -0.9, 0.0], [0.1, -1.1, -0.5], [0.2, 0.4, -0.3], [1.4, 0.6, 1.1], [0.0, 0.4, -0.8], [-0.2, 0.2, 0.8], [0.0, -0.1, 1.0], [0.6, -0.1, 1.1], [-0.7, -0.3, 0.2], [-0.3, 1.3, 1.2], [0.3, -0.3, 0.4], [0.0, -0.3, 0.9], [0.0, -0.3, 0.3], [0.1, -0.2, -0.3], [0.4, -0.3, -0.3], [-0.9, -0.8, 1.3], [0.1, 0.2, -0.6], [0.4, -1.6, 2.6], [2.6, -1.1, 0.6], [0.0, -0.1, 0.5], [-1.3, -0.9, -1.8], [1.0, -0.2, -0.7], [-0.6, -0.3, 1.0], [0.4, -0.7, 0.2], [-0.7, -0.2, -0.1], [-1.2, -0.9, -0.4], [0.0, -0.5, -0.4], [0.5, 0.7, -0.3], [0.5, 1.3, -1.1], [0.4, 0.0, -0.4], [0.0, 0.4, -0.1], [0.6, -0.6, 0.8], [1.5, -0.8, 2.9], [0.1, 0.7, 0.6], [0.6, -0.1, 1.0], [1.6, -2.0, 0.7], [-1.7, -0.8, 1.0], [-0.1, -0.3, -1.8], [0.0, -0.3, 0.5], [0.0, 0.4, 0.2], [0.8, 0.3, -1.5], [0.5, -0.1, -0.7], [-0.9, -0.1, 0.2], [0.0, -1.6, 0.9], [1.2, -1.5, 0.4], [-0.5, 0.3, 0.3], [0.6, -0.1, 0.9], [0.2, 0.0, -0.3], [0.3, -0.9, 0.4], [0.2, -0.1, -0.6], [0.0, -0.2, 0.8], [-0.6, 0.4, -0.1], [0.4, 1.6, -0.5], [-0.1, 0.2, -0.2], [0.0, -0.3, 0.5], [0.1, -0.2, 0.0], [-0.6, -0.9, -0.6], [0.1, -0.7, -0.1], [0.0, 1.7, 0.0], [-1.0, -0.5, -0.2], [-0.3, 0.2, -0.6], [-0.4, 0.2, 0.3], [0.0, 0.6, -0.1], [0.6, -0.3, 0.1], [0.0, -0.1, 0.0], [-0.8, 1.0, -5.2], [0.0, 1.6, 1.4], [-0.8, -0.2, 0.6], [0.2, 0.0, 0.8], [-1.4, -0.7, 1.4], [0.1, 0.2, -0.1], [-0.1, 0.1, -1.9], [-1.0, -0.4, -0.6], [-1.3, 0.2, -0.3], [-0.3, 0.4, -0.7], [-0.1, 0.4, 0.1], [0.8, -0.8, 0.4], [-0.8, 0.9, -0.3], [-0.1, 0.3, -1.0], [-0.1, 0.2, 0.6], [0.1, 0.7, -0.3], [0.1, 0.3, 0.7], [0.5, -1.0, -0.7], [0.2, -0.3, 0.8], [0.9, -0.8, -0.9], [0.0, -0.8, -0.5], [0.5, 0.8, -0.7], [0.4, 0.1, -1.7], [-0.3, 0.4, 0.4], [-4.6, 1.1, -3.6], [-0.5, 0.2, -0.8], [-0.4, 2.0, -0.4], [-0.6, 0.6, 1.2], [2.3, -0.1, -0.1], [-0.1, 0.8, -0.6], [-0.6, -0.8, 0.7], [0.3, 1.2, -1.6], [-0.1, 0.2, -0.1], [-0.3, 0.0, -2.3], [-0.6, -1.5, -1.5], [1.2, -0.7, -0.9], [-0.2, -0.4, -0.1], [-0.8, 0.3, 0.7], [-0.2, 0.2, -0.6], [-0.1, 0.6, 0.4], [0.2, -0.1, -0.1], [-0.1, -0.7, 0.5], [0.5, 1.1, 0.5], [-0.8, -0.5, -1.2], [-1.4, 0.8, -6.3], [0.0, -0.1, 0.1], [0.0, 1.0, 0.5], [0.2, -0.3, 0.0], [2.3, -1.2, -0.2], [0.5, 0.6, -0.2], [-0.2, 1.1, -0.3], [0.1, -0.1, 1.1], [0.3, 0.1, -0.3], [1.5, 0.6, 0.9], [-0.3, 0.1, 0.0], [-1.5, 0.4, 2.1], [0.0, 0.4, 0.1], [0.4, -0.3, 0.5], [0.3, 0.0, 0.1], [-0.9, -0.1, 2.2], [-0.3, 0.3, 1.6], [-1.3, 1.6, 1.1], [0.3, -1.3, -0.3], [0.4, -0.5, -0.1], [0.0, -0.3, -0.2], [-0.3, -1.0, -0.5], [0.3, -0.3, -0.5], [-0.5, 0.4, -0.7], [-0.8, -1.0, 0.5], [2.6, 0.0, -3.1], [-0.4, -0.1, -0.5], [-0.7, 0.5, 2.0], [1.1, -0.7, -0.2], [0.3, -0.5, 0.6], [0.1, -0.4, -0.8], [0.2, 0.3, -0.3], [-0.4, -0.2, 0.5], [0.1, 0.0, -0.2], [0.8, 0.6, 1.0], [0.1, 0.6, 0.0], [-0.7, -0.1, 0.5], [0.3, -0.2, 0.5], [-0.2, 0.1, 0.1], [0.3, -0.4, -0.3], [-1.3, 0.5, 1.2], [-0.1, 0.2, 0.3], [0.1, 0.7, -0.3], [0.7, 0.5, 0.0], [0.9, 0.4, 1.2], [-1.0, 0.5, 0.1], [0.0, 0.2, 0.1], [0.2, 0.1, 0.8], [0.2, 0.1, 0.8], [0.4, -0.3, -0.4], [0.1, 0.4, 0.0], [0.4, 0.2, 0.5], [-0.2, -0.7, -0.4], [-0.1, 0.4, 0.5], [-0.4, -0.9, 0.0], [0.8, 0.2, 0.3], [-0.1, -0.1, 0.1], [0.0, 0.1, -0.4], [-0.2, 0.7, 0.0], [0.8, 1.1, 6.6], [0.0, 0.6, -0.1], [-0.1, -0.1, 0.1], [-1.3, -0.5, 1.7]]
}